1.
Molecular formula: C24H72O16SSr
Method: DFT, ωB97M-V with the def2-TZVPD basis set

```
! wB97M-V def2-TZVPD RIJCOSX def2/J DEFGRID3
* xyz 0 1
Sr -1.082 0.874 -2.325
S 0.037 -0.046 0.330
O -0.638 -1.125 1.067
O 1.165 0.462 1.110
O 0.474 -0.530 -1.009
O -0.927 1.054 0.046
C -3.810 -1.492 3.765
C -3.509 -2.252 2.489
O -3.268 -1.376 1.386
H -4.712 -0.882 3.657
H -3.006 -0.805 4.035
H -3.959 -2.198 4.585
H -4.352 -2.905 2.254
H -2.623 -2.875 2.635
H -2.305 -1.242 1.320
C 4.341 3.575 -0.791
C 3.555 2.733 0.184
O 2.227 2.556 -0.367
H 4.210 3.194 -1.806
H 5.409 3.585 -0.573
H 3.975 4.604 -0.777
H 3.478 3.209 1.164
H 4.010 1.740 0.291
H 1.774 1.924 0.216
C -0.435 -3.253 -3.619
C -1.564 -2.620 -2.824
O -2.034 -1.400 -3.414
H -0.339 -4.321 -3.411
H 0.536 -2.817 -3.380
H -0.614 -3.147 -4.693
H -1.203 -2.379 -1.822
H -2.371 -3.339 -2.663
H -2.676 -1.613 -4.096
C -2.961 5.322 -2.404
C -3.470 3.904 -2.210
O -2.481 3.062 -1.636
H -3.685 5.934 -2.946
H -2.039 5.294 -2.985
H -2.760 5.812 -1.451
H -3.724 3.506 -3.196
H -4.378 3.896 -1.602
H -2.432 3.237 -0.665
C 1.213 -3.308 5.214
C 0.982 -2.905 3.775
O -0.107 -2.000 3.717
H 0.511 -4.092 5.503
H 1.122 -2.451 5.879
H 2.217 -3.716 5.359
H 0.795 -3.799 3.164
H 1.902 -2.470 3.356
H -0.151 -1.672 2.808
C 1.659 -5.097 -0.485
C 1.189 -3.715 -0.117
O -0.163 -3.856 0.337
H 0.960 -5.543 -1.196
H 1.646 -5.739 0.400
H 2.667 -5.126 -0.897
H 1.187 -3.077 -1.006
H 1.826 -3.265 0.652
H -0.479 -2.960 0.530
C -5.096 -1.535 -1.625
C -4.567 -0.119 -1.571
O -3.209 -0.071 -1.158
H -4.527 -2.138 -2.336
H -6.136 -1.544 -1.957
H -5.024 -1.998 -0.643
H -5.168 0.462 -0.862
H -4.621 0.371 -2.545
H -3.172 -0.421 -0.252
C 5.220 -1.438 3.217
C 4.092 -0.512 2.838
O 3.566 -0.953 1.574
H 5.988 -1.401 2.440
H 4.864 -2.463 3.314
H 5.698 -1.126 4.147
H 4.447 0.523 2.760
H 3.297 -0.526 3.595
H 2.753 -0.451 1.407
C -3.903 3.606 2.797
C -3.529 2.540 1.782
O -2.430 2.989 1.000
H -3.059 3.806 3.460
H -4.729 3.271 3.426
H -4.152 4.534 2.282
H -4.392 2.338 1.134
H -3.283 1.602 2.286
H -1.812 2.247 0.878
C 4.532 -0.177 -3.355
C 3.447 -0.183 -2.316
O 2.450 -1.162 -2.665
H 4.115 -0.198 -4.365
H 5.209 -1.023 -3.248
H 5.114 0.741 -3.249
H 2.972 0.802 -2.219
H 3.851 -0.421 -1.326
H 1.791 -1.111 -1.945
C 0.640 4.055 4.280
C 0.697 3.128 3.091
O 1.779 2.211 3.252
H 0.530 3.542 5.234
H -0.197 4.751 4.159
H 1.543 4.669 4.341
H 0.857 3.722 2.182
H -0.245 2.578 2.991
H 1.565 1.426 2.731
C 1.468 -0.648 -6.261
C 1.106 0.517 -5.358
O 0.499 0.058 -4.132
H 0.577 -1.153 -6.631
H 2.089 -1.366 -5.724
H 2.059 -0.299 -7.112
H 0.387 1.177 -5.843
H 2.003 1.098 -5.125
H 1.237 -0.395 -3.631
*
```

Results
frontier orbital gap	8.511	eV
ΔE to the lowest compared entry with this formula, charge and spin	0.0	kcal/mol

Here are the Löwdin charges for atoms 1 to 8, given in e:
1. Sr 1.67
2. S 0.37
3. O -0.33
4. O -0.32
5. O -0.45
6. O -0.48
7. C -0.08
8. C -0.29

2.
Molecular formula: C24H72O24
Method: DFT, ωB97M-V with the def2-TZVPD basis set

```
! wB97M-V def2-TZVPD RIJCOSX def2/J DEFGRID3
* xyz 0 1
C 7.130 0.335 0.793
C 5.889 -0.030 -0.155
O 4.733 -0.115 0.586
O 8.270 0.397 0.105
H 7.393 -0.446 1.577
H 6.982 1.369 1.287
H 5.990 -0.964 -0.455
H 5.647 0.697 -0.927
H 3.974 -0.225 0.014
H 8.899 0.071 0.750
C -3.601 4.743 2.398
C -4.101 5.090 3.806
O -5.327 4.545 3.983
O -2.239 4.864 2.049
H -4.331 5.384 1.746
H -3.676 3.629 2.128
H -4.147 6.181 4.035
H -3.536 4.576 4.645
H -5.864 5.219 3.482
H -1.966 4.340 1.336
C -1.125 -2.742 1.692
C -2.577 -2.595 2.217
O -3.030 -1.300 1.696
O -0.903 -4.148 1.671
H -0.552 -2.068 2.366
H -1.067 -2.468 0.688
H -2.691 -2.866 3.392
H -3.299 -3.334 1.681
H -2.221 -0.907 2.063
H 0.036 -4.377 1.343
C 2.224 -1.639 3.169
C 3.508 -1.192 3.918
O 4.576 -1.461 3.053
O 1.066 -0.999 3.795
H 2.378 -2.595 3.406
H 2.197 -1.624 2.197
H 3.407 -1.680 4.734
H 3.473 -0.127 3.969
H 4.416 -0.926 2.185
H 0.764 -1.713 4.386
C -1.235 2.873 5.331
C -2.246 1.774 5.067
O -3.199 1.815 6.084
O -0.278 2.820 4.218
H -0.771 2.760 6.221
H -1.646 3.713 5.370
H -1.763 0.731 5.041
H -2.599 2.326 4.110
H -3.705 0.980 5.892
H 0.410 3.226 4.474
C -0.811 -0.812 -4.623
C -2.342 -0.742 -4.094
O -3.192 -1.736 -4.815
O 0.000 -0.065 -3.877
H -0.963 -0.426 -5.663
H -0.454 -1.788 -4.702
H -2.487 0.240 -4.183
H -2.439 -1.005 -3.071
H -2.813 -1.539 -5.684
H 0.032 -0.096 -2.990
C -5.294 -1.850 -1.645
C -4.654 -3.093 -1.036
O -3.334 -2.655 -0.878
O -6.679 -2.109 -1.675
H -5.039 -1.576 -2.769
H -5.372 -0.934 -1.048
H -4.756 -3.984 -1.706
H -4.910 -3.583 -0.085
H -3.303 -2.235 -0.159
H -7.057 -1.742 -0.968
C -0.172 0.179 0.011
C -0.549 1.558 0.646
O -1.255 1.478 1.782
O 0.743 0.240 -0.985
H -0.967 -0.530 -0.221
H 0.186 -0.257 1.101
H -1.252 2.185 -0.025
H 0.371 2.162 0.813
H -1.037 2.028 2.644
H 1.279 -0.564 -0.763
C 2.704 -2.720 -1.747
C 4.042 -3.470 -1.756
O 3.773 -4.853 -1.730
O 3.024 -1.460 -1.441
H 1.935 -3.062 -1.009
H 2.306 -2.825 -2.862
H 4.779 -3.140 -0.981
H 4.572 -3.083 -2.748
H 4.730 -5.428 -1.966
H 3.131 -0.922 -2.322
C 0.358 -5.302 -2.694
C -0.833 -4.319 -2.930
O -0.693 -3.386 -1.839
O 0.029 -6.403 -3.572
H 0.359 -5.491 -1.665
H 1.211 -4.820 -3.072
H -1.870 -5.035 -2.929
H -0.795 -3.745 -3.928
H -1.490 -2.980 -1.830
H -0.001 -7.156 -2.995
C -1.574 3.453 -3.143
C -0.190 3.652 -3.899
O -0.131 2.710 -4.956
O -1.622 4.415 -2.019
H -1.556 2.445 -2.828
H -2.538 3.440 -3.662
H 0.647 3.549 -3.013
H -0.297 4.636 -4.417
H -0.150 1.753 -4.508
H -2.426 4.344 -1.466
C 2.362 4.201 -0.920
C 3.179 2.937 -0.570
O 3.098 2.029 -1.622
O 2.611 5.173 0.113
H 1.303 3.966 -1.052
H 2.809 4.713 -1.804
H 2.603 2.555 0.289
H 4.298 3.127 -0.429
H 2.233 1.841 -1.816
H 2.920 5.999 -0.205
*
```

Results
structure (SMILES)	OCCO.OCCO.OCCO.OCCO.OCCO.OCCO.OCCO.OCCO.OCCO.OCCO.OCCO.OCCO
frontier orbital gap	9.757	eV
ΔE to the lowest compared entry with this formula, charge and spin	367.2	kcal/mol

Here are the Löwdin charges for atoms 1 to 8, given in e:
1. C -0.27
2. C -0.19
3. O -0.10
4. O -0.06
5. H 0.14
6. H 0.14
7. H 0.06
8. H 0.13